No. 1
ORCA calculation (ωB97M-V/def2-TZVPD) on C23H46I2O5Si2 as an isolated structure in a non-equilibrium geometry.

The geometry in ORCA input format:
```
! RIJCOSX wB97M-V def2-TZVPD def2/J DEFGRID3
* xyz 0 1
C 6.801 -1.686 -1.109
C 6.005 -0.908 -1.560
C 5.010 -0.020 -2.154
Si 3.582 0.310 -0.954
O 2.262 -0.699 -1.130
Si 2.462 -2.295 -1.620
C 0.770 -2.940 -2.126
C 3.019 2.116 -1.020
I 4.679 3.275 -0.235
C 2.602 2.760 -2.360
C 1.405 3.691 -2.143
I 2.050 1.351 -3.900
H 7.617 -2.226 -0.692
H 5.495 0.951 -2.319
H 4.688 -0.386 -3.126
H 4.109 0.084 0.408
H 3.055 -3.057 -0.504
H 3.341 -2.408 -2.802
H 0.397 -3.725 -1.471
H 0.846 -3.355 -3.134
H 0.060 -2.115 -2.182
H 2.239 2.263 -0.276
H 3.422 3.328 -2.781
H 1.702 4.517 -1.493
H 0.990 4.059 -3.078
H 0.608 3.151 -1.625
C 10.946 0.640 -1.210
C 11.586 -0.731 -1.011
C 11.324 -0.978 0.469
O 10.094 -0.319 0.775
C 9.725 0.544 -0.305
H 10.686 0.856 -2.245
H 11.620 1.424 -0.856
H 11.069 -1.478 -1.617
H 12.645 -0.762 -1.262
H 12.118 -0.550 1.090
H 11.230 -2.037 0.713
H 8.876 0.098 -0.831
H 9.417 1.509 0.097
C -1.722 0.069 1.336
C -2.235 -1.246 1.918
C -3.238 -1.682 0.858
O -2.743 -1.182 -0.390
C -1.687 -0.249 -0.152
H -0.750 0.374 1.723
H -2.437 0.871 1.535
H -1.419 -1.969 1.987
H -2.685 -1.144 2.904
H -4.228 -1.250 1.042
H -3.341 -2.765 0.789
H -0.738 -0.714 -0.436
H -1.843 0.631 -0.778
C -5.887 1.799 -1.468
C -4.718 1.856 -0.489
C -5.401 1.522 0.829
O -6.479 0.642 0.508
C -6.692 0.635 -0.908
H -5.585 1.641 -2.502
H -6.468 2.723 -1.418
H -3.988 1.083 -0.739
H -4.208 2.819 -0.467
H -5.807 2.419 1.308
H -4.737 1.023 1.537
H -6.337 -0.320 -1.309
H -7.761 0.720 -1.106
C -9.321 -0.696 2.502
C -9.846 -0.402 3.905
C -9.191 -1.512 4.717
O -7.944 -1.793 4.080
C -7.902 -1.156 2.796
H -9.350 0.161 1.831
H -9.898 -1.507 2.049
H -9.488 0.574 4.242
H -10.933 -0.411 3.979
H -9.804 -2.421 4.711
H -9.005 -1.228 5.753
H -7.215 -0.308 2.844
H -7.522 -1.863 2.058
*
```

Values from the calculation:
E_LUMO in eV: -0.02
Max |F| in eV/A: 1.15
Energy in Eh: -2454.5002
Orbital gap in eV: 9.17

Table of Mulliken atomic charges, one value per atom, all in e:
1 C 0.081
2 C -0.778
3 C -0.630
4 Si -0.215
5 O 0.451
6 Si 0.423
7 C -1.013
8 C -0.849
9 I 0.057
10 C -0.245
11 C -1.276
12 I 0.012
13 H 0.545
14 H 0.376
15 H 0.435
16 H -0.145
17 H -0.158
18 H -0.164
19 H 0.314
20 H 0.369
21 H 0.236
22 H 0.614
23 H 0.514
24 H 0.323
25 H 0.437
26 H 0.315
27 C -0.555
28 C -0.527
29 C -0.428
30 O -0.410
31 C -0.006
32 H 0.336
33 H 0.268
34 H 0.263
35 H 0.332
36 H 0.292
37 H 0.259
38 H -0.114
39 H 0.277
40 C -0.345
41 C -0.637
42 C -0.041
43 O -0.469
44 C -0.045
45 H 0.378
46 H 0.152
47 H 0.307
48 H 0.347
49 H -0.142
50 H 0.318
51 H -0.090
52 H 0.299
53 C -0.728
54 C -0.016
55 C -0.563
56 O -0.266
57 C -0.562
58 H 0.360
59 H 0.307
60 H -0.231
61 H 0.467
62 H 0.386
63 H 0.203
64 H 0.290
65 H 0.303
66 C -0.496
67 C -0.535
68 C -0.505
69 O -0.450
70 C 0.061
71 H 0.293
72 H 0.286
73 H 0.260
74 H 0.348
75 H 0.279
76 H 0.272
77 H -0.064
78 H 0.249

No. 2
ORCA calculation (ωB97M-V/def2-TZVPD) on a 7-piece molecular cluster, C23H46N4O11P2 overall in a non-equilibrium geometry.

The geometry in ORCA input format:
```
! RIJCOSX wB97M-V def2-TZVPD def2/J DEFGRID3
* xyz -1 2
C -3.720 -0.643 -5.692
C -3.407 0.717 -6.179
N -3.276 1.804 -6.471
H -4.724 -0.992 -5.935
H -3.524 -0.545 -4.624
H -3.031 -1.402 -6.062
C -0.376 -4.015 2.504
C 0.161 -4.391 1.160
N 0.541 -4.744 0.087
H -1.424 -4.308 2.558
H -0.254 -2.932 2.528
H 0.203 -4.628 3.195
C -2.855 -6.491 -0.021
C -3.290 -5.611 -1.147
N -3.564 -4.988 -2.076
H -3.666 -6.405 0.701
H -1.951 -6.001 0.341
H -2.726 -7.526 -0.337
C -4.455 -1.135 -1.481
C -3.640 -1.832 -0.528
N -2.980 -2.375 0.286
H -3.728 -0.442 -1.905
H -5.230 -0.564 -0.970
H -4.861 -1.811 -2.233
C -1.431 6.371 4.242
C -1.177 4.889 4.239
O -0.580 4.600 2.985
P -1.448 3.947 1.817
O -2.786 4.519 1.575
O -1.591 2.406 2.321
C -0.645 1.422 2.007
C -1.417 0.127 1.687
O -0.399 3.954 0.606
C -0.797 3.264 -0.615
C -1.520 4.229 -1.579
H -1.847 6.664 5.207
H -0.528 6.934 4.005
H -2.137 6.683 3.473
H -0.490 4.646 5.050
H -2.118 4.383 4.454
H 0.085 1.718 1.254
H -0.134 1.317 2.965
H -2.172 -0.217 2.394
H -1.893 0.313 0.724
H -0.774 -0.748 1.598
H 0.099 2.891 -1.111
H -1.538 2.506 -0.359
H -1.001 5.162 -1.801
H -1.772 3.730 -2.515
H -2.477 4.612 -1.225
C 5.050 2.637 2.591
C 5.585 1.406 1.791
O 4.645 1.189 0.757
P 3.403 0.079 0.899
O 2.450 0.301 2.037
O 2.655 0.075 -0.498
C 3.343 -0.151 -1.687
C 3.197 1.042 -2.578
O 4.153 -1.350 0.879
C 3.358 -2.569 0.888
C 4.263 -3.684 1.328
H 3.993 2.547 2.839
H 5.690 2.856 3.446
H 4.986 3.559 2.012
H 6.612 1.555 1.458
H 5.446 0.513 2.400
H 4.390 -0.398 -1.512
H 2.952 -1.083 -2.094
H 3.546 0.838 -3.591
H 2.138 1.294 -2.643
H 3.725 1.818 -2.025
H 2.492 -2.503 1.546
H 2.938 -2.829 -0.084
H 3.627 -4.428 1.807
H 4.821 -4.170 0.528
H 4.979 -3.414 2.103
C -0.893 -2.321 -2.675
C -0.022 -1.611 -1.613
O -0.478 -0.286 -1.815
C -1.054 -0.116 -2.938
O -1.300 0.976 -3.435
O -1.296 -1.257 -3.495
H -1.694 -2.795 -2.109
H -0.294 -3.088 -3.167
H 1.037 -1.707 -1.851
H -0.175 -1.988 -0.602
*
```

Values from the calculation:
E_LUMO (spin up / spin down) in eV: 2.38 / 2.29
Max |F| in eV/A: 4.84
Energy in Eh: -2633.4609
Orbital gap (spin up / spin down) in eV: 1.93 / 10.26

Table of Mulliken atomic charges, one value per atom, all in e:
1 C -0.288
2 C 0.306
3 N -0.429
4 H 0.355
5 H -0.155
6 H 0.230
7 C -2.015
8 C 0.068
9 N -0.514
10 H 0.626
11 H -0.398
12 H 1.298
13 C -0.493
14 C 0.294
15 N -0.374
16 H 0.365
17 H -0.367
18 H 0.488
19 C -0.491
20 C -0.237
21 N 0.163
22 H -0.096
23 H 0.461
24 H 0.288
25 C -1.150
26 C -0.242
27 O -0.266
28 P 1.150
29 O -0.794
30 O -0.381
31 C -0.442
32 C 0.032
33 O -0.387
34 C 0.334
35 C -1.542
36 H 0.383
37 H 0.286
38 H 0.294
39 H 0.349
40 H 0.288
41 H 0.206
42 H 0.428
43 H 0.505
44 H -0.159
45 H -0.242
46 H 0.142
47 H 0.186
48 H 0.365
49 H 0.359
50 H 0.358
51 C -1.080
52 C -0.286
53 O -0.301
54 P 0.875
55 O -0.785
56 O 0.232
57 C -0.669
58 C -1.316
59 O -0.169
60 C 0.906
61 C -1.814
62 H 0.225
63 H 0.381
64 H 0.317
65 H 0.352
66 H 0.266
67 H 0.493
68 H 0.431
69 H 0.404
70 H 0.114
71 H 0.335
72 H -0.245
73 H 0.143
74 H 0.464
75 H 0.345
76 H 0.385
77 C -0.205
78 C 0.614
79 O 0.212
80 C 0.647
81 O -0.629
82 O -0.275
83 H -0.085
84 H 0.364
85 H -0.462
86 H -0.330

Which of these has the lowest max |F|?
C23H46I2O5Si2

energy of number 1 (C23H46I2O5Si2)?
-2454.5002 Eh

Look up the max |F| of the second one.
4.84 eV/A

Among the records above, which one has the lowest energy?
C23H46N4O11P2